[1]
The molecule C4H7N3. Source: the Open Molecules 2025 dataset; level of theory: ωB97M-V/def2-TZVPD.

Calculated values
- Total charge: 0
- E_HOMO: -9.5139 eV
- Total energy: -320.85855 Eh
- Energy relative to the best compared isomer or geometry (same formula, charge and spin): 15.5 kcal/mol
- SMILES: CCc1c[nH]nn1
- HOMO-LUMO gap: 10.39 eV
- Multiplicity: 1

Structure (XYZ):
```
14
Properties=species:S:1:pos:R:3:forces:R:3
C 1.43380 0.33901 1.39347 0.1 0.0 0.0
C 0.04535 0.82342 0.96156 0.0 0.0 0.0
C -0.50119 -0.06405 -0.11324 0.1 0.1 -0.1
C -0.79448 0.19131 -1.42913 0.0 -0.1 0.1
N -1.12414 -1.02313 -1.92792 0.0 0.0 -0.1
N -1.04410 -1.97475 -0.99693 0.0 0.1 0.0
N -0.67290 -1.40170 0.10127 0.0 0.0 -0.1
H 1.88638 1.01588 2.12456 -0.1 -0.1 -0.1
H 1.36177 -0.65814 1.83728 0.0 0.1 -0.1
H 2.10378 0.26831 0.52954 -0.1 0.0 0.1
H -0.63187 0.82033 1.82396 0.1 0.0 -0.1
H 0.09272 1.85611 0.59635 0.0 -0.2 0.0
H -0.80837 1.09138 -2.02486 0.1 -0.1 0.1
H -1.34675 -1.28398 -2.87589 -0.1 0.1 0.1
```
Positions in Å, forces in eV/Å.

[2]
The molecule C4H7N3. Source: the Open Molecules 2025 dataset; level of theory: ωB97M-V/def2-TZVPD.

Calculated values
- Total charge: 0
- E_HOMO: -7.3283 eV
- Total energy: -320.87784 Eh
- Energy relative to the best compared isomer or geometry (same formula, charge and spin): 3.4 kcal/mol
- SMILES: Nc1c[nH]c(N)c1
- HOMO-LUMO gap: 8.38 eV
- Multiplicity: 1

Structure (XYZ):
```
14
Properties=species:S:1:pos:R:3:forces:R:3
N 2.50543 -0.43008 0.00673 -0.1 -0.1 -0.1
C 1.14077 -0.08444 0.18063 -0.1 0.2 0.0
C 0.68812 1.18783 0.42751 0.2 0.0 0.0
N -0.68962 1.14508 0.39546 -0.1 -0.1 0.0
C -1.11413 -0.11916 0.13367 0.2 0.2 -0.1
N -2.49817 -0.29242 -0.11908 0.1 -0.2 -0.1
C -0.00135 -0.93110 0.03901 0.0 0.0 -0.1
H 2.92394 0.20477 -0.66572 0.1 -0.1 0.2
H 2.59851 -1.36440 -0.37299 0.0 0.1 0.1
H 1.22961 2.09380 0.65656 -0.1 -0.1 -0.1
H -1.32016 1.92281 0.48108 0.1 0.0 0.1
H -2.68312 -0.07939 -1.09653 -0.1 -0.1 0.2
H -2.79108 -1.24810 0.03815 0.0 0.0 0.1
H 0.01124 -2.00519 -0.10449 -0.1 0.2 -0.2
```
Positions in Å, forces in eV/Å.

[3]
The molecule C4H7N3. Source: the Open Molecules 2025 dataset; level of theory: ωB97M-V/def2-TZVPD.

Calculated values
- Total charge: 0
- E_HOMO (alpha / beta): -8.3963 / -7.1840 eV
- Total energy: -320.70531 Eh
- Energy relative to the best compared isomer or geometry (same formula, charge and spin): 111.7 kcal/mol
- HOMO-LUMO gap (alpha / beta): 8.08 / 6.22 eV
- Multiplicity: 1

Structure (XYZ):
```
14
Properties=species:S:1:pos:R:3:forces:R:3
C -0.88356 1.15662 -0.46747 0.3 0.6 -0.5
C -1.06905 -0.93925 0.41925 -0.7 -0.5 -0.1
N 0.10242 -0.96087 1.05322 0.6 0.3 0.1
C 1.19237 -0.44469 0.29536 -0.1 -0.3 0.2
N 2.38932 -0.67293 0.61038 -0.2 0.3 -0.2
C 0.61976 0.29643 -0.91670 -0.2 0.1 0.2
N 1.04977 0.29302 -2.03835 -0.2 0.0 0.3
H -1.77589 0.92020 -1.05492 0.2 -0.1 0.1
H -0.47157 2.07075 -0.90015 -0.1 0.0 0.0
H -1.15779 1.43015 0.55929 0.2 -0.3 -0.1
H -1.12771 -1.35941 -0.57777 0.0 0.0 0.2
H -1.97663 -0.88540 1.01226 0.2 0.0 -0.1
H 0.11694 -0.74239 2.04291 0.1 -0.1 -0.1
H 2.99164 -0.16222 -0.03732 0.0 -0.1 0.1
```
Positions in Å, forces in eV/Å.

[4]
The molecule C4H7N3. Source: the Open Molecules 2025 dataset; level of theory: ωB97M-V/def2-TZVPD.

Calculated values
- Total charge: 0
- E_HOMO: -9.7344 eV
- Total energy: -320.86060 Eh
- Energy relative to the best compared isomer or geometry (same formula, charge and spin): 14.2 kcal/mol
- SMILES: [H]/N=C(\C#N)NCC
- HOMO-LUMO gap: 10.27 eV
- Multiplicity: 1

Structure (XYZ):
```
14
Properties=species:S:1:pos:R:3:forces:R:3
H 3.30610 -0.83308 0.32484 -0.2 0.0 0.0
N 2.40775 -1.01406 0.76899 -0.2 0.2 -0.3
C 1.45069 -0.41187 0.17728 0.1 0.0 0.3
C 1.64810 0.45020 -0.99362 0.2 0.8 -0.8
N 1.84930 1.22593 -1.82906 -0.2 -0.9 0.7
N 0.17509 -0.38372 0.68167 0.1 -0.2 0.3
C -1.03895 -0.49428 -0.13417 -0.1 0.0 -0.1
C -1.64866 0.85254 -0.51048 0.0 0.0 0.0
H 0.13771 -0.79155 1.60903 0.0 -0.1 -0.3
H -0.85435 -1.08911 -1.03842 0.1 0.1 0.1
H -1.74438 -1.08613 0.45675 0.0 0.1 -0.1
H -2.52505 0.70436 -1.15333 0.2 0.0 0.1
H -0.92293 1.46216 -1.05735 -0.1 -0.1 0.1
H -1.96023 1.40531 0.38179 0.1 -0.1 -0.1
```
Positions in Å, forces in eV/Å.

[5]
The molecule C4H7N3. Source: the Open Molecules 2025 dataset; level of theory: ωB97M-V/def2-TZVPD.

Calculated values
- Total charge: 0
- E_HOMO: -8.3072 eV
- Total energy: -320.78140 Eh
- Energy relative to the best compared isomer or geometry (same formula, charge and spin): 63.9 kcal/mol
- SMILES: [H]/N=C1/CC=CN1N
- HOMO-LUMO gap: 9.22 eV
- Multiplicity: 1

Structure (XYZ):
```
14
Properties=species:S:1:pos:R:3:forces:R:3
H -1.46404 1.73037 0.02985 -3.7 -0.1 -0.2
N -0.56903 2.04368 -0.11461 4.0 -1.2 0.9
C 0.04361 0.91163 -0.05143 -1.1 0.4 -1.5
C 1.55104 0.57662 0.14378 -2.0 1.5 -0.2
C 1.56490 -0.87495 0.13727 1.4 -2.7 -1.9
C 0.36798 -1.37287 -0.20410 -0.4 0.0 1.4
N -0.66793 -0.37156 -0.25124 4.9 -0.6 0.1
N -1.87862 -0.68212 0.18871 -2.8 1.7 2.3
H 2.27284 1.04056 -0.50904 -0.2 0.2 -0.8
H 1.72470 1.08883 1.05792 0.6 0.0 1.4
H 2.50811 -1.47408 -0.08288 -1.3 0.8 0.9
H 0.07322 -2.43598 -0.25733 0.2 0.8 -0.3
H -2.10555 -0.97152 1.14292 1.4 0.6 0.5
H -2.36538 -1.35077 -0.29457 -1.0 -1.4 -2.6
```
Positions in Å, forces in eV/Å.

[6]
The molecule C4H7N3. Source: the Open Molecules 2025 dataset; level of theory: ωB97M-V/def2-TZVPD.

Calculated values
- Total charge: 0
- E_HOMO: -8.2721 eV
- Total energy: -320.86419 Eh
- Energy relative to the best compared isomer or geometry (same formula, charge and spin): 12.0 kcal/mol
- SMILES: [H]/N=C1/C=C(N)CN1
- HOMO-LUMO gap: 9.07 eV
- Multiplicity: 1

Structure (XYZ):
```
14
Properties=species:S:1:pos:R:3:forces:R:3
H 3.28405 0.04424 -0.02152 -0.3 -0.7 -0.2
N 2.69484 -0.80838 -0.07619 -2.4 1.2 0.4
C 1.43730 -0.41509 -0.04947 1.1 1.2 -0.1
C 0.17404 -1.17413 -0.04930 2.6 -0.9 0.8
C -0.83956 -0.34118 -0.00528 -1.1 0.4 -1.4
N -2.13959 -0.66698 -0.13406 -1.9 1.0 0.3
C -0.44921 1.09825 -0.06186 0.0 0.9 0.8
N 0.97994 0.94722 -0.05750 1.8 0.2 0.2
H 0.18061 -2.24053 0.10525 -0.2 -0.1 -0.3
H -2.44744 -1.57162 0.15425 0.0 -0.4 0.1
H -2.79753 0.08434 0.08175 0.3 -0.6 -0.1
H -0.89558 1.59589 0.84979 0.7 -0.3 -0.5
H -0.81824 1.74379 -0.90628 0.2 -1.1 0.3
H 1.63636 1.70419 0.17042 -0.8 -0.7 -0.3
```
Positions in Å, forces in eV/Å.